Density functional theory data (ωB97M-V/def2-TZVPD) for a cluster of 3 separate species, C15H25B2Cl2O8 in total in a non-equilibrium geometry.

Properties
Kohn-Sham gap = 7.2 eV
E_tot = -58742.35710 eV
charge = -1
multiplicity = 1

Element x y z (Å)
H -4.83514 -0.85056 2.16417
O 3.68795 5.81527 -1.19447
C 3.04934 6.20444 -2.12549
O -0.07476 2.59102 -0.65368
H -1.67054 1.34316 -0.71826
H 2.27736 5.74003 -4.81744
H 0.48165 -6.39228 1.32771
B -0.13465 -2.49905 0.69545
C -2.41705 -1.06398 0.03571
H -0.51851 1.10131 -2.03195
C -0.33936 -6.11929 1.98978
H 1.87377 4.51977 -2.80910
C -1.33966 -7.27135 2.07827
H 0.94714 5.85365 -2.07883
H 0.69154 6.42032 -4.45599
O 3.38374 7.33939 -2.80015
H -4.64983 0.79156 1.61949
H -1.40105 -7.85494 1.16429
H 1.19421 -3.49286 -0.34953
C -4.49189 -0.24790 1.32409
H -0.75306 -5.18709 1.62931
H 1.33053 3.66920 1.10169
H -5.08579 -0.42857 0.43916
B -0.83541 -1.27534 -0.27878
C 1.97654 3.03967 0.49883
C 0.04744 0.12345 -0.22780
C 2.39405 7.63124 -3.79786
C -0.61598 1.26128 -0.95863
C 0.15748 -6.03372 3.42225
O 1.83001 2.57762 -1.85588
H 1.70578 8.37721 -3.39212
H 2.91006 3.53932 0.26576
H 0.99174 -0.08867 -0.74171
H -0.75550 -1.69264 -1.42618
O -1.06057 -9.24767 3.48797
H 1.18029 -5.67527 3.49697
Cl -2.04307 0.25877 2.33134
C 1.26901 2.69910 -0.78157
Cl -3.52760 -1.77183 -1.16440
C 1.70561 6.30327 -4.07856
C -3.03077 -0.45013 1.06193
O 0.09936 -7.38855 3.92830
O -0.04500 -2.46957 2.10070
H 2.14896 2.10087 1.01913
H -0.48121 -5.40618 4.04613
H 0.48715 -1.73944 2.40319
H -2.33625 -6.92964 2.36306
H 2.89148 8.05012 -4.67020
H 0.32397 0.42370 0.78668
C -0.78396 -8.11498 3.20985
O 0.39805 -3.68577 0.14002
C 1.79241 5.60255 -2.72267